An isolated molecule of C5H12N2O at a distorted geometry. Source: OMol25; level of theory: ωB97M-V/def2-TZVPD.

Properties
Total charge = 0
E_HOMO = -9.166 eV
Energy above the lowest of the compared OMol25 structures with the same formula, charge and spin = 119.10 kcal/mol
Orbital gap = 0.2677 Ha
Multiplicity = 1

Positions of all 20 atoms, in Å:
N -0.39901 1.11614 2.22617
C 0.20231 -0.00838 1.93972
C -0.71862 -1.24010 2.01818
C 0.73112 0.02403 0.24287
N -0.42691 0.47134 -0.50148
C -0.11565 0.88586 -1.87254
C 0.14261 -0.30490 -2.78886
O 1.23137 -1.06067 -0.05408
H 0.01450 1.55831 3.04826
H 1.11383 -0.22977 2.50858
H 1.45063 0.87322 0.25511
H -1.53565 -1.12335 1.31232
H -0.13394 -2.10530 1.71075
H -1.12508 -1.31722 3.02372
H -0.81486 1.22501 0.05875
H -0.96037 1.48331 -2.21924
H 0.77997 1.52825 -1.89760
H -0.75591 -0.91182 -2.86148
H 0.93413 -0.90800 -2.35828
H 0.38554 0.04403 -3.79087

A cluster of 2 separate species, H6N3OP in total at a distorted geometry. Source: OMol25; level of theory: ωB97M-V/def2-TZVPD.

Properties
Total charge = 0
E_HOMO = -9.747 eV
Energy above the lowest of the compared OMol25 structures with the same formula, charge and spin = 59.35 kcal/mol
Orbital gap = 0.3687 Ha
Multiplicity = 1
SMILES string = [H]/N=P(\N)=N/[H].O

Positions of all 11 atoms, in Å:
N -1.22035 -0.57072 -2.76451
N -1.35686 0.11558 0.00989
N 0.88779 -0.17063 -0.93917
O 1.64348 0.68578 2.12437
P -0.58917 -0.36007 -1.34303
H -2.20486 -0.30688 -2.84077
H -2.28530 0.23442 0.25738
H -0.97793 -0.14676 0.93180
H 1.61232 0.18294 1.35580
H 1.48833 -0.18134 -1.71694
H 2.36910 1.35168 1.94432